Formula: C34H44N4P2PdSSi2
Source: OMol25
Level of theory: ωB97M-V with the def2-TZVPD basis set

The geometry in XYZ format:
```
88
Properties=species:S:1:pos:R:3:forces:R:3:mulliken_charge:R:1
Pd 0.5203 0.3205 1.2334 -0.526 0.081 0.299 -0.55
C -4.9812 0.0182 0.6805 -0.129 -0.009 0.024 -1.15
Si -3.3927 0.9400 1.1562 -0.044 -0.467 0.117 0.16
C -3.2869 0.8372 3.0574 -0.064 0.052 0.084 -0.95
C -3.8323 2.7481 0.7654 0.100 0.016 -0.138 -1.07
N -2.0390 0.1942 0.5130 0.161 0.967 -0.245 0.55
P -1.0021 0.5340 -0.6848 -0.351 -0.825 -0.529 1.01
C 0.2793 -0.5273 -0.9925 0.549 1.436 0.604 -1.85
P 1.9522 -0.3942 -0.6660 0.265 -0.861 -0.438 1.98
N 2.7798 -1.2424 0.4415 -0.514 0.450 0.238 0.03
Si 2.7950 -1.2092 2.1344 0.680 -0.323 0.047 0.81
C 2.9585 -2.9930 2.7863 0.058 -0.023 0.025 -1.19
C 4.4971 -0.5015 2.6586 0.006 0.003 0.118 -1.23
C 1.5825 -0.3770 3.4243 0.277 0.123 -0.724 -0.98
C 2.8187 1.2627 -0.8236 -0.155 0.114 -0.288 0.20
C 3.1880 1.7657 -2.0741 -0.097 0.029 0.116 -0.17
C 3.9235 2.9392 -2.1983 -0.070 -0.005 -0.036 -0.80
C 4.3037 3.6445 -1.0670 -0.034 0.028 0.075 -0.46
C 3.9212 3.1755 0.1841 -0.076 0.013 -0.009 -0.94
C 3.1779 2.0081 0.2986 0.119 -0.047 -0.128 -0.15
C 2.7267 -1.1935 -2.1799 0.147 -0.241 0.117 -0.78
C 1.9342 -1.8506 -3.1126 0.039 0.085 -0.094 -0.16
C 2.5032 -2.5952 -4.1457 0.029 0.054 0.032 -0.73
C 3.8832 -2.6808 -4.2656 -0.012 0.019 0.029 -0.38
C 4.6913 -2.0171 -3.3446 -0.037 0.036 0.033 -0.63
C 4.1161 -1.2910 -2.3104 -0.084 -0.043 -0.093 -0.23
C -0.6294 2.3470 -0.7835 0.201 -0.011 0.037 1.26
C -0.3069 2.9611 -1.9918 0.034 0.004 0.010 -0.31
C 0.0496 4.3043 -2.0410 0.031 -0.056 -0.058 -0.75
C 0.1016 5.0560 -0.8760 0.069 0.006 -0.019 -0.53
C -0.1842 4.4499 0.3401 0.033 -0.037 0.030 -0.88
C -0.5304 3.1066 0.3830 -0.178 0.077 -0.206 -0.77
C -2.1415 0.3442 -2.1607 -0.220 -0.091 0.039 0.06
C -2.9585 1.3350 -2.7077 0.014 -0.153 -0.049 -0.13
C -3.9253 1.0276 -3.6647 0.055 0.005 0.042 -0.86
C -4.1017 -0.2816 -4.0859 0.012 0.001 0.012 -0.45
C -3.2972 -1.2839 -3.5479 0.030 0.070 0.033 -0.75
C -2.3352 -0.9734 -2.5985 0.029 0.121 -0.068 -0.64
H -5.8391 0.3746 1.2685 0.046 -0.041 -0.066 0.30
H -4.8683 -1.0588 0.8483 0.020 0.079 -0.021 0.29
H -5.2075 0.1709 -0.3818 0.039 -0.036 0.069 0.26
H -3.7860 1.6754 3.5621 0.006 -0.106 -0.038 0.37
H -2.2322 0.8383 3.3512 -0.038 0.018 -0.015 0.07
H -3.7391 -0.0936 3.4256 0.053 0.060 -0.035 0.18
H -4.8293 2.9942 1.1526 0.064 -0.088 0.006 0.46
H -3.8420 2.9107 -0.3178 -0.010 0.018 0.067 0.24
H -3.1164 3.4504 1.1927 0.020 0.059 0.014 0.28
H 3.5914 -3.5636 2.0946 -0.077 0.068 0.077 0.23
H 1.9957 -3.5045 2.8706 0.055 0.045 -0.018 0.22
H 3.4460 -2.9843 3.7731 -0.098 -0.029 -0.090 0.26
H 5.2644 -1.1072 2.1590 -0.050 0.104 0.041 0.23
H 4.6558 -0.5767 3.7451 -0.018 0.040 -0.117 0.30
H 4.6453 0.5408 2.3548 -0.016 -0.088 0.022 0.26
H 0.6108 -0.0281 2.9590 -0.080 0.003 0.873 0.15
H 2.0363 0.4814 3.9253 0.068 -0.063 -0.011 0.36
H 1.2755 -1.1090 4.1753 -0.030 -0.057 -0.103 0.36
H 2.8962 1.2155 -2.9599 0.025 0.025 -0.057 0.47
H 4.1977 3.3106 -3.1804 -0.012 -0.046 -0.017 0.37
H 4.8806 4.5588 -1.1558 0.005 -0.006 -0.007 0.33
H 4.2018 3.7252 1.0764 -0.013 -0.011 0.009 0.37
H 2.8934 1.6486 1.2778 -0.088 -0.062 0.108 0.49
H 0.8573 -1.7646 -2.9988 0.013 -0.027 0.017 0.37
H 1.8689 -3.1147 -4.8571 -0.023 0.021 0.017 0.39
H 4.3308 -3.2636 -5.0649 -0.013 0.015 0.009 0.33
H 5.7721 -2.0848 -3.4280 -0.021 0.018 0.010 0.35
H 4.7429 -0.7962 -1.5770 0.004 -0.045 0.024 0.36
H -0.3271 2.3702 -2.9009 0.006 0.018 -0.007 0.49
H 0.3043 4.7616 -2.9918 -0.007 -0.023 0.019 0.36
H 0.3928 6.1002 -0.9141 -0.024 -0.005 0.007 0.34
H -0.1288 5.0244 1.2587 0.013 -0.021 0.002 0.37
H -0.7553 2.6322 1.3278 -0.008 -0.088 0.164 0.54
H -2.8474 2.3621 -2.3836 -0.011 0.039 0.023 0.28
H -4.5483 1.8150 -4.0773 0.013 0.014 0.018 0.37
H -4.8630 -0.5229 -4.8203 0.019 0.002 -0.010 0.34
H -3.4311 -2.3100 -3.8731 0.013 -0.023 0.033 0.39
H -1.7052 -1.7400 -2.1569 -0.010 -0.017 -0.039 0.21
S -0.2446 -2.6454 1.2554 -0.172 -0.536 0.018 -0.04
C -1.3872 -3.3724 2.1563 -0.103 0.069 0.079 -0.10
N -1.7644 -3.0429 3.4548 -0.074 -0.018 -0.042 -0.22
C -3.0080 -3.7072 3.8184 0.059 0.096 -0.092 -0.49
C -2.9921 -4.9211 2.8858 0.037 0.024 -0.094 -0.57
N -2.2296 -4.4022 1.7647 -0.016 -0.059 0.121 -0.23
H -1.6493 -2.0662 3.6769 0.067 0.040 0.025 0.30
H -3.8889 -3.0859 3.6202 0.028 0.043 -0.028 0.25
H -3.0113 -3.9970 4.8694 -0.034 0.001 0.035 0.36
H -3.9995 -5.2125 2.5860 -0.016 -0.035 -0.006 0.30
H -2.5107 -5.7822 3.3664 0.068 0.019 0.011 0.28
H -1.8672 -5.0113 1.0523 -0.024 -0.003 -0.046 0.25
```
Positions in Å, forces in eV/Å.

Properties
- net charge = -2
- total energy (eV) = -90582.05021
- maximum force (Eh/bohr) = 0.032

Formula: C34H45BN8O3SiZr
Source: OMol25
Level of theory: ωB97M-V with the def2-TZVPD basis set

The geometry in XYZ format:
```
93
Properties=species:S:1:pos:R:3:forces:R:3:mulliken_charge:R:1
Zr -0.0518 -0.1951 0.3838 -0.129 -0.166 0.529 -0.40
C 4.2121 -0.2374 2.7493 -0.036 0.038 0.024 -1.77
C 2.8861 0.5260 2.7466 0.031 0.023 0.032 3.31
C 2.7100 1.3808 3.9993 -0.040 -0.030 -0.019 -1.62
C 2.7582 1.3591 1.5098 0.088 0.111 -0.098 -0.23
C 3.3268 2.6084 1.2164 0.027 -0.030 0.019 -1.21
C 2.8567 2.9353 -0.0402 0.078 -0.126 0.139 -0.56
N 2.0763 1.9359 -0.4689 0.113 0.064 -0.091 0.02
N 2.0185 0.9596 0.4764 -0.343 0.098 0.000 0.41
B 1.1779 1.8251 -1.7028 0.040 0.000 -0.103 -0.20
N -0.2948 1.7813 -1.1395 0.103 -0.082 0.179 1.95
C -0.8211 2.8437 -0.4380 -0.044 0.000 -0.108 -0.60
C -2.1304 2.9635 -0.7730 -0.025 0.095 0.068 -1.70
C -2.3740 1.9241 -1.7140 0.037 0.060 -0.011 0.27
N -1.2792 1.2289 -1.9383 -0.146 0.075 -0.093 -0.65
C -3.6720 1.6482 -2.4168 -0.071 -0.100 0.032 0.75
C -4.8592 1.7405 -1.4514 0.064 0.043 -0.091 -1.25
C -3.6620 0.3104 -3.1487 0.024 -0.002 0.077 -1.31
N 1.3887 0.4660 -2.3711 0.003 0.038 -0.026 -0.05
C 1.8415 0.1486 -3.5856 0.051 -0.052 0.050 -0.62
C 1.8936 -1.2265 -3.6825 -0.062 -0.040 0.006 -1.35
C 1.4272 -1.6948 -2.4465 0.187 0.007 -0.114 -0.66
N 1.1182 -0.6574 -1.6641 -0.104 -0.009 0.045 1.00
C 1.3567 -3.1181 -1.9817 -0.062 0.008 -0.072 4.07
C 0.3090 -3.9471 -2.7640 0.016 0.008 0.069 -1.55
C 2.7460 -3.7506 -2.0772 0.000 -0.035 0.015 -1.84
H 4.2694 -0.8869 3.6250 0.008 0.006 -0.013 0.41
H 5.0551 0.4571 2.7833 0.000 -0.016 -0.004 0.41
H 4.3097 -0.8547 1.8551 0.013 -0.007 0.012 0.36
H 2.0690 -0.1981 2.7319 0.019 -0.021 -0.028 -1.80
H 3.5130 2.1162 4.0903 -0.003 0.001 0.003 0.39
H 2.7286 0.7462 4.8871 0.006 0.009 -0.003 0.39
H 1.7534 1.9039 3.9687 0.024 0.009 0.022 0.28
H 3.9775 3.1952 1.8417 -0.012 -0.013 -0.011 0.49
H 3.0195 3.8073 -0.6520 0.001 -0.019 -0.022 0.49
H 1.3680 2.7304 -2.4681 0.009 -0.041 0.010 -0.12
H -0.2148 3.4180 0.2455 0.042 -0.025 -0.013 0.66
H -2.8314 3.6880 -0.3934 0.013 -0.026 0.011 0.41
H -3.7865 2.4414 -3.1639 0.021 0.017 -0.012 0.41
H -4.7841 0.9936 -0.6606 -0.007 -0.024 0.019 0.18
H -5.7901 1.5704 -1.9943 -0.003 0.001 0.018 0.44
H -4.9211 2.7254 -0.9872 -0.013 -0.010 0.005 0.34
H -3.6493 -0.5109 -2.4267 0.003 0.004 -0.024 0.09
H -2.7948 0.2128 -3.8013 -0.020 0.001 -0.014 0.32
H -4.5691 0.2041 -3.7434 0.005 -0.011 -0.022 0.52
H 2.1056 0.9159 -4.2938 -0.008 0.029 0.029 0.50
H 2.2324 -1.8123 -4.5202 -0.019 0.017 0.015 0.57
H 1.0812 -3.1011 -0.9257 0.012 0.038 0.022 -2.50
H -0.2854 -3.3236 -3.4335 -0.011 -0.010 0.015 0.29
H -0.3709 -4.4704 -2.0861 0.043 -0.023 -0.003 0.26
H 0.7942 -4.7139 -3.3692 -0.003 0.036 -0.039 0.49
H 3.0867 -3.7530 -3.1146 0.024 -0.020 0.022 0.44
H 2.7180 -4.7835 -1.7268 -0.003 0.006 -0.017 0.53
H 3.4716 -3.1981 -1.4783 -0.005 -0.008 -0.005 0.34
N -1.3770 -1.7142 -0.8356 -0.047 0.027 -0.076 0.01
C -2.6830 -2.0156 -0.2297 -0.009 0.072 -0.039 -0.77
C -3.1307 -0.8569 0.6383 0.055 -0.119 -0.300 0.15
O -4.2931 -0.7698 0.9976 0.027 0.048 0.152 -0.73
N -2.1147 -0.0216 0.9707 -0.106 0.144 0.281 2.09
C -2.4741 0.9932 1.9618 0.111 -0.287 -0.182 -1.12
C -1.1918 1.6574 2.4128 -0.218 0.147 0.184 0.21
O -1.1707 2.7262 2.9734 0.110 -0.120 0.040 -0.71
O -0.1142 0.9563 2.0977 0.099 0.075 -0.388 -0.23
H -1.5015 -1.1871 -1.7022 0.002 -0.003 -0.005 0.46
H -0.8859 -2.5687 -1.0746 -0.019 -0.028 0.027 -0.31
H -2.5774 -2.8834 0.4178 0.021 -0.073 0.007 -0.20
H -3.4533 -2.2425 -0.9659 0.009 0.006 -0.033 0.45
H -2.9715 0.5423 2.8251 0.004 -0.024 0.025 0.60
H -3.1612 1.7391 1.5645 0.013 0.041 -0.041 0.47
C -0.4029 -1.5243 6.3268 0.076 -0.036 -0.042 -0.59
C 0.8858 -1.9506 6.0300 -0.047 0.015 0.027 -0.69
C 1.2355 -2.2542 4.7206 -0.020 0.023 0.009 -0.78
C 0.3129 -2.1273 3.6804 -0.100 -0.030 -0.066 0.54
C -0.9773 -1.6915 3.9985 0.085 -0.010 0.131 0.21
C -1.3371 -1.4010 5.3079 -0.029 0.001 -0.070 -1.00
Si 0.7762 -2.4722 1.8827 0.092 0.286 -0.101 1.61
C 0.1397 -4.1936 1.4093 -0.071 0.004 0.043 -0.03
C 0.9538 -5.0922 0.7148 -0.062 -0.061 0.004 -0.36
C 0.4794 -6.3329 0.3058 -0.013 0.031 0.023 -0.64
C -0.8264 -6.7081 0.5953 0.045 0.037 -0.006 -0.61
C -1.6434 -5.8444 1.3130 0.012 0.024 0.015 -0.43
C -1.1620 -4.6047 1.7157 0.040 -0.037 -0.028 -0.58
H -0.6769 -1.2862 7.3465 0.006 0.002 0.002 0.38
H 1.6193 -2.0479 6.8213 -0.006 -0.001 -0.003 0.42
H 2.2439 -2.5906 4.5036 -0.009 0.001 0.003 0.32
H -1.7095 -1.5605 3.2074 -0.019 0.015 0.008 0.08
H -2.3426 -1.0644 5.5302 0.011 -0.005 0.003 0.46
H 2.2612 -2.6479 1.8925 0.043 -0.043 -0.021 -0.61
H 1.9834 -4.8219 0.5059 -0.007 -0.014 -0.002 0.51
H 1.1331 -7.0121 -0.2287 -0.006 -0.001 0.003 0.44
H -1.1991 -7.6741 0.2792 0.002 -0.001 0.005 0.39
H -2.6536 -6.1411 1.5678 0.004 0.008 0.000 0.44
H -1.8024 -3.9565 2.3066 -0.017 -0.011 -0.018 0.31
```
Positions in Å, forces in eV/Å.

Properties
- total energy (eV) = -63893.80677
- maximum force (Eh/bohr) = 0.011

Q: total energy of number 2 (C34H45BN8O3SiZr)?
A: -63893.80677 eV

Q: The highest maximum force belongs to which entry?
A: C34H44N4P2PdSSi2

Q: Which of these has the lowest total energy?
A: C34H44N4P2PdSSi2